Entry 1:
{
  "formula": "C4H3NO2",
  "method": "ωB97M-V/def2-TZVPD",
  "e_homo_ha": -0.332,
  "e_tot_ha": -359.28189,
  "de_lowest_ev": 5.128,
  "species": ["C", "H", "C", "H", "C", "O", "H", "N", "C", "O"],
  "xyz": [[1.45671, 0.03174, 0.08771], [-2.14300, -1.43477, 0.05285], [-1.42903, -0.69556, -0.28199], [2.26729, -0.68930, 0.08155], [-1.60693, 0.73413, -0.10545], [-0.39751, 1.19015, -0.52578], [0.41383, 1.11628, 1.16434], [-0.26211, -1.05315, -0.77991], [0.43446, 0.12436, -0.84485], [1.33292, 0.73462, 1.18160]]
}

=====

Entry 2:
{
  "formula": "C11H36N2O6",
  "method": "ωB97M-V/def2-TZVPD",
  "smiles": "COC[C@H](C)N.COC[C@H](C)N.CC(C)O.O.O.O",
  "e_homo_ha": -0.336,
  "e_tot_ha": -1001.57710,
  "species": ["H", "C", "C", "H", "H", "H", "H", "H", "H", "H", "H", "H", "C", "H", "H", "H", "H", "C", "H", "H", "O", "C", "H", "H", "H", "O", "O", "O", "C", "H", "H", "H", "H", "H", "H", "C", "H", "H", "H", "H", "H", "N", "H", "O", "C", "C", "N", "H", "H", "C", "H", "H", "H", "C", "O"],
  "xyz": [[14.82616, -1.01945, -5.50211], [18.65906, 3.71584, -0.02963], [23.47074, 0.43502, 0.26862], [17.15124, 3.15608, 1.50650], [21.52008, 0.57375, 1.24448], [19.82309, -1.33930, 0.52197], [26.47892, -1.54066, 2.27795], [19.93850, 3.75333, -1.40494], [13.74961, -0.43659, -6.61213], [16.23391, -0.77312, -1.58852], [25.19924, -2.84820, 1.94901], [20.94580, -1.24203, -0.48895], [12.44166, 1.01469, -4.83134], [18.80253, 4.71578, 0.37981], [20.18446, 1.55183, -1.77583], [22.72013, 0.66187, -1.59356], [19.78536, 0.09605, -1.66041], [16.41917, 0.11757, -2.18890], [11.74273, 0.21941, -4.57222], [18.07890, 4.53406, -1.99919], [15.76653, 0.02393, -3.44381], [25.91430, -2.12707, 1.55309], [23.20874, -1.41601, 1.41031], [24.35332, 1.01365, -0.00402], [12.08348, 1.21776, -5.84058], [25.23542, -1.19700, 0.66036], [20.01162, -1.43578, -0.41151], [20.10529, 0.74590, -2.28617], [13.86900, 0.51323, -4.81814], [22.69256, 1.78399, 1.74234], [26.67306, -2.70753, 1.02825], [16.12210, 0.95645, -1.55951], [17.48027, 0.30225, -2.35642], [19.80232, 0.99711, -4.31989], [14.52200, 1.33595, -5.10935], [17.66452, 4.13096, -1.07513], [23.74773, -0.69672, -1.22426], [21.93299, 1.99310, 0.19517], [18.73686, 2.56804, 1.83473], [12.33510, 1.93113, -4.25093], [24.17142, -0.20388, 2.17558], [22.94858, -0.12175, -0.99871], [17.21184, 3.18132, -1.36039], [19.77112, 3.10718, -0.71495], [22.30759, 1.23500, 0.88297], [14.36638, 0.08665, -3.47379], [13.88230, -0.68879, -5.64316], [17.78314, 1.85393, 0.55883], [14.07308, 0.89505, -2.80404], [18.05852, 2.80480, 1.01503], [16.89809, 4.78305, -0.65623], [13.94009, -0.87917, -3.20254], [20.22167, 1.27615, -5.74754], [23.99307, -0.68501, 1.21392], [19.52772, 0.87021, -5.22803]]
}

=====

Entry 3:
{
  "formula": "C32H32CaN4O6S5",
  "method": "ωB97M-V/def2-TZVPD",
  "e_homo_ha": -0.068,
  "e_tot_ha": -4577.79151,
  "charge": -2,
  "de_lowest_ev": 0.000,
  "species": ["O", "H", "H", "N", "C", "H", "Ca", "H", "H", "C", "H", "C", "H", "C", "S", "H", "C", "C", "O", "H", "H", "C", "C", "C", "H", "N", "O", "S", "C", "C", "N", "C", "H", "H", "H", "C", "C", "C", "C", "H", "C", "H", "H", "N", "C", "S", "H", "H", "H", "H", "C", "C", "C", "C", "C", "H", "H", "C", "S", "H", "H", "C", "H", "C", "C", "O", "O", "H", "C", "H", "H", "H", "H", "C", "C", "C", "O", "S", "H", "C"],
  "xyz": [[2.17723, -0.12518, -0.71133], [2.02393, 3.98229, -1.07702], [3.97283, 4.98125, 2.86252], [-7.07370, 4.00469, -0.01550], [-3.53261, 3.37293, -0.90772], [4.58172, -1.13713, 2.53397], [-0.06592, 0.37080, -0.24010], [3.16198, 4.81548, 0.54482], [3.02719, -0.66985, 3.28555], [1.72923, 2.45231, 3.21642], [0.88735, 1.23372, -4.20413], [2.99763, -1.03803, -0.33110], [0.33935, -1.63763, -2.75797], [-3.27829, 2.06048, -0.34912], [0.93629, -2.13972, 3.96491], [-0.38685, 3.10779, -2.82106], [3.57439, -3.29158, 0.47319], [4.40639, -0.80180, -0.38639], [-2.16060, 1.52103, -0.46368], [3.23453, -4.26954, 0.80349], [-3.30843, 0.31003, -2.30932], [2.04692, -3.40920, 3.81882], [0.42307, 1.14789, -3.21951], [2.75368, 4.15518, 1.30677], [1.08739, -3.85893, 0.28026], [-1.38223, -0.50089, -2.45893], [-3.42280, -0.69482, 0.84289], [1.48255, -4.95873, 3.16828], [-0.74216, -1.76634, -2.83467], [-5.80218, 3.35585, -0.12337], [0.64913, 2.47171, -1.13382], [0.52319, 2.54822, -2.57061], [-6.44196, 1.62686, 0.94348], [1.36928, 3.09169, -3.01199], [-4.90347, 4.97250, -1.22156], [3.39127, -3.42499, 4.07949], [4.09186, -0.83331, 3.45528], [-4.73780, 3.99102, -0.80047], [4.92392, -3.03025, 0.40299], [-3.17503, -1.34074, -1.73570], [2.60274, -2.33943, 0.12093], [-2.69917, 3.85282, -1.40765], [-0.49106, -3.79137, -2.26710], [0.20078, -2.07596, -0.19409], [1.22566, -2.78643, 0.09393], [4.30036, -2.08990, 4.74277], [-1.13035, -3.71677, 0.05170], [5.64730, -3.77926, 0.69699], [1.06417, 0.44814, -2.67012], [-1.87418, -2.12915, -0.11366], [-4.40553, 1.43921, 0.32388], [-0.99839, 0.58095, -3.38561], [1.45748, 3.22887, -0.50784], [1.77746, 3.22159, 0.90796], [-1.15929, -2.97250, -1.98387], [-3.16267, -1.01510, -3.48981], [-1.13327, 0.22235, -4.41862], [3.21384, 4.25616, 2.59657], [4.27064, -4.88592, 3.68557], [4.71893, 0.18223, -0.71925], [-5.25958, -0.17700, 1.46594], [2.96357, -5.83744, 3.14338], [-0.97278, -1.99502, -3.89098], [-5.61579, 2.10095, 0.42718], [-2.83511, -0.64879, -2.50186], [-7.98946, 3.42889, 0.56318], [-7.22081, 5.10241, -0.54377], [1.33584, 1.75403, 3.94681], [-4.34009, 0.09578, 0.89884], [6.38583, -1.52362, -0.09837], [3.04328, 3.40976, 4.57886], [4.54292, 0.08405, 3.83862], [-2.17339, -3.29274, -2.23835], [-1.04852, -2.75495, -0.46744], [2.68455, 3.37254, 3.55495], [5.32718, -1.76043, -0.04024], [0.31418, 1.44829, 1.64481], [3.10040, -7.42543, 2.65187], [-1.71723, 1.38843, -3.23570], [1.21387, 2.32517, 1.88733]]
}

=====

Entry 4:
{
  "formula": "C25H35MgN5O",
  "method": "ωB97M-V/def2-TZVPD",
  "e_homo_ha": -0.514,
  "e_tot_ha": -1522.40386,
  "charge": 2,
  "de_lowest_ev": 0.000,
  "species": ["H", "C", "C", "H", "H", "H", "C", "H", "N", "C", "C", "C", "H", "C", "H", "H", "O", "H", "H", "C", "C", "H", "Mg", "H", "H", "C", "H", "H", "C", "C", "H", "H", "H", "C", "H", "C", "H", "H", "H", "H", "C", "N", "H", "H", "N", "C", "H", "H", "C", "C", "N", "C", "H", "H", "C", "N", "H", "H", "H", "C", "C", "H", "H", "H", "C", "C", "C"],
  "xyz": [[-4.46913, -1.51415, -5.12607], [2.69265, -1.08769, -0.62263], [-2.79830, 3.25664, -1.10394], [-2.06066, -0.50119, 0.60862], [0.30446, -1.29217, 2.41192], [-4.02818, 3.40472, -2.86500], [-3.60094, -1.64412, -4.48416], [-2.30235, 3.61078, 2.60706], [2.35458, 0.23641, -0.03395], [-4.86855, -1.53342, -0.39675], [-7.28370, -1.58456, -1.09558], [-3.06530, -1.52094, -1.99089], [3.60932, -1.48344, -0.17914], [-5.81671, -1.57276, -1.41261], [-3.16746, -2.61722, -4.72900], [-1.84776, -2.26856, 0.54128], [-1.18286, -0.09015, -2.75859], [-3.19502, 4.15700, -0.66336], [-2.86712, -0.88349, -4.75630], [-1.61655, -1.42946, -2.41469], [-0.55254, -2.13433, -1.59629], [-3.16724, -1.55946, 1.45418], [0.18340, 0.36140, 0.09981], [2.47247, -0.18855, 3.34832], [-7.63062, -0.57645, -0.86028], [1.55444, -2.10077, -0.48153], [1.41859, -2.42001, 0.55511], [-1.57756, -3.97031, -1.97096], [-3.50474, -1.50421, -0.65675], [-2.58356, -1.46347, 0.54022], [-7.86855, -1.94905, -1.93767], [-3.09124, 1.31261, -3.86908], [-1.00045, 0.26204, 3.27006], [-1.77988, 0.98750, -2.20573], [-2.54916, 4.56662, 1.15560], [-1.83519, 2.50826, -0.47013], [-6.08213, -1.64224, -3.53198], [-0.18334, -4.14328, -0.88037], [3.95182, 0.21741, 1.38132], [0.50827, 0.48058, 4.15750], [-5.36184, -1.59419, -2.72384], [-0.41943, 1.99618, 1.31936], [2.77243, 0.95010, -0.62147], [-7.49436, -2.21318, -0.23119], [0.33418, -1.46110, -0.97672], [0.04495, 0.55980, 3.17144], [2.45493, -1.49005, 2.18446], [2.75693, 1.48889, 1.58237], [2.15563, -0.45338, 2.33674], [-3.26915, 2.83119, -2.35050], [-1.32744, 1.38476, -1.03049], [2.88123, 0.43447, 1.33480], [-0.99708, 4.61574, 1.98668], [1.81139, -2.99273, -1.05328], [-2.76352, 1.68414, -2.90976], [0.67845, -0.37223, 2.20553], [-0.48293, 2.63391, 3.35901], [1.11404, 2.38619, 2.67855], [2.87975, -0.93654, -1.68517], [0.09094, 2.00361, 2.68027], [-1.30392, 2.81439, 0.89587], [0.05716, -3.89402, -2.61070], [-5.20470, -1.53630, 0.63403], [-1.53550, -1.95429, -3.37043], [-1.82440, 3.96802, 1.69317], [-0.56839, -3.62206, -1.75371], [-4.00836, -1.57598, -3.03248]]
}